{"formula": "C4H10NOS2", "method": "ωB97M-V/def2-TZVPD", "species": ["C", "C", "C", "C", "N", "O", "S", "S", "H", "H", "H", "H", "H", "H", "H", "H", "H", "H"], "coordinates": [[-0.7694, 0.9205, 0.1009], [-1.6271, -0.3060, -0.1808], [0.9055, -0.7106, 0.6134], [0.7021, 0.5183, -0.1511], [-1.0972, -1.2860, 0.7404], [1.0105, 0.3738, -1.5409], [1.8530, -1.9282, -0.0576], [1.8948, 1.7278, 0.5768], [-0.9485, 1.8703, -0.6437], [-0.8917, 1.2679, 1.2087], [-2.7736, -0.2577, 0.1426], [-1.5826, -0.6651, -1.2119], [0.9077, -0.5248, 1.7495], [-1.2274, -1.1534, 1.6834], [-1.1764, -2.2012, 0.2098], [1.6615, 0.9718, -1.7326], [1.8680, -1.3894, -1.4405], [1.2907, 2.7720, -0.0664]], "lowdin_charge": [-0.161, -0.211, -0.566, -0.909, 0.053, -0.075, 0.926, 0.887, 0.184, 0.155, 0.178, 0.134, 0.137, 0.096, 0.172, 0.034, 0.036, -0.069], "e_homo_ev": -13.848, "total_energy_ev": -29509.2757, "gap_ev": 9.5, "charge": 1, "relative_energy_kcal_mol": 38.6}

***

{"formula": "C5H7NO3", "method": "ωB97M-V/def2-TZVPD", "species": ["C", "C", "N", "C", "C", "O", "C", "O", "O", "H", "H", "H", "H", "H", "H", "H"], "coordinates": [[0.4944, -1.6104, -0.7497], [1.1729, -0.2993, -0.9742], [1.5919, 0.5352, -0.1084], [0.9194, 1.2122, 0.9568], [-0.3997, 0.5342, 1.0272], [-0.9362, 0.0438, 1.9958], [-1.3825, 0.7534, -0.2778], [-1.1647, 1.4900, -1.1940], [-2.5661, 0.1951, -0.0417], [-0.3561, -1.6896, -1.4270], [1.1828, -2.4249, -0.9741], [0.1427, -1.7025, 0.2774], [1.5848, -0.1605, -1.9713], [1.4763, 1.0576, 1.8864], [0.7915, 2.2763, 0.7241], [-2.5512, -0.2106, 0.8505]], "lowdin_charge": [-0.053, -0.214, 0.040, -0.142, -0.291, 0.106, -0.461, 0.139, 0.125, 0.087, 0.088, 0.076, 0.111, 0.134, 0.138, 0.116], "e_homo_ev": -8.752, "total_energy_ev": -12929.1629, "gap_ev": 8.7, "relative_energy_kcal_mol": 69.7, "smiles": "C/C=N\\CC(=O)C(=O)O"}

***

{"formula": "C71H168N10O19", "method": "ωB97M-V/def2-TZVPD", "species": ["C", "C", "C", "C", "C", "C", "C", "C", "C", "N", "O", "H", "H", "H", "H", "H", "H", "H", "H", "H", "H", "H", "H", "H", "H", "H", "H", "H", "H", "H", "C", "C", "C", "C", "C", "C", "C", "C", "C", "N", "O", "H", "H", "H", "H", "H", "H", "H", "H", "H", "H", "H", "H", "H", "H", "H", "H", "H", "H", "H", "C", "C", "C", "C", "C", "C", "C", "C", "C", "N", "O", "H", "H", "H", "H", "H", "H", "H", "H", "H", "H", "H", "H", "H", "H", "H", "H", "H", "H", "H", "C", "O", "C", "C", "N", "C", "C", "O", "C", "H", "H", "H", "H", "H", "H", "H", "H", "H", "H", "H", "H", "H", "H", "H", "C", "O", "C", "C", "N", "C", "C", "O", "C", "H", "H", "H", "H", "H", "H", "H", "H", "H", "H", "H", "H", "H", "H", "H", "C", "O", "C", "C", "N", "C", "C", "O", "C", "H", "H", "H", "H", "H", "H", "H", "H", "H", "H", "H", "H", "H", "H", "H", "C", "O", "C", "C", "N", "C", "C", "O", "C", "H", "H", "H", "H", "H", "H", "H", "H", "H", "H", "H", "H", "H", "H", "H", "C", "O", "C", "C", "N", "C", "C", "O", "C", "H", "H", "H", "H", "H", "H", "H", "H", "H", "H", "H", "H", "H", "H", "H", "C", "O", "C", "C", "N", "C", "C", "O", "C", "H", "H", "H", "H", "H", "H", "H", "H", "H", "H", "H", "H", "H", "H", "H", "C", "O", "C", "C", "N", "C", "C", "O", "C", "H", "H", "H", "H", "H", "H", "H", "H", "H", "H", "H", "H", "H", "H", "H", "O", "C", "C", "O", "H", "H", "H", "H", "H", "H"], "coordinates": [[-1.8652, -7.0674, 3.2942], [-1.0074, -7.6582, 2.1056], [-1.3581, -9.2058, 1.9659], [-1.4824, -6.9669, 0.8209], [-1.0518, -5.4906, 0.6643], [0.5050, -5.4463, 0.6577], [1.0620, -6.1430, 1.8696], [2.5760, -6.2642, 1.6060], [0.9264, -5.1113, 3.0773], [0.4308, -7.4238, 2.1878], [1.1152, -8.2419, 3.1528], [-2.9468, -7.0598, 3.1594], [-1.9265, -7.7732, 4.1226], [-1.5613, -6.1060, 3.7083], [-2.3481, -9.4780, 2.3320], [-1.2433, -9.6865, 0.9944], [-0.6621, -9.7935, 2.5645], [-1.2693, -7.5827, -0.0529], [-2.5696, -6.8966, 0.8556], [-1.5135, -4.9903, -0.1869], [-1.4507, -4.9179, 1.5015], [0.8080, -4.4030, 0.5686], [0.8960, -6.0250, -0.1791], [3.0185, -5.2979, 1.3641], [2.7584, -6.9485, 0.7774], [3.0554, -6.5483, 2.5428], [1.6604, -4.3056, 3.0877], [1.1480, -5.6708, 3.9861], [-0.0636, -4.6567, 3.1147], [0.8684, -7.7532, 3.9414], [7.0578, 5.1263, -0.3823], [5.7084, 5.7140, -0.9632], [4.9557, 6.6347, 0.0572], [6.0941, 6.6198, -2.1985], [6.3467, 5.9112, -3.4895], [5.1258, 4.9743, -3.7680], [4.8236, 3.9701, -2.5890], [3.5027, 3.2737, -3.0330], [6.0073, 2.9261, -2.5204], [4.6816, 4.6806, -1.3398], [4.3719, 3.8621, -0.2560], [6.9104, 4.3300, 0.3472], [7.7149, 4.7412, -1.1620], [7.6022, 5.9106, 0.1436], [4.7490, 6.2966, 1.0726], [5.5183, 7.5479, 0.2515], [3.9809, 6.9515, -0.3137], [5.2869, 7.3242, -2.3995], [7.0233, 7.1324, -1.9498], [6.2841, 6.5591, -4.3639], [7.2930, 5.3890, -3.3484], [5.3457, 4.4069, -4.6724], [4.2701, 5.6042, -4.0115], [3.2885, 2.4388, -2.3658], [3.5586, 2.7662, -3.9960], [2.6608, 3.9646, -2.9888], [7.0090, 3.3322, -2.3800], [6.1362, 2.4163, -3.4751], [5.8608, 2.0943, -1.8315], [3.4603, 4.1085, -0.0829], [-0.8879, 0.2178, -1.9855], [-0.0332, -0.2965, -0.8664], [0.2563, -1.8065, -1.0561], [1.2866, 0.4727, -0.9167], [2.2011, 0.4744, 0.2868], [1.3643, 0.8732, 1.4551], [0.0979, 0.1022, 1.7146], [0.5061, -1.2159, 2.3005], [-0.7634, 0.7934, 2.7945], [-0.6596, 0.0081, 0.4208], [-1.8557, -0.6614, 0.6421], [-0.3392, 0.2455, -2.9269], [-1.4257, 1.1579, -1.8630], [-1.7622, -0.3844, -2.2326], [1.0665, -2.1332, -0.4041], [0.5991, -1.9312, -2.0832], [-0.5903, -2.4690, -0.8761], [1.9568, -0.0282, -1.6153], [1.1227, 1.4995, -1.2437], [3.0447, 1.1464, 0.1291], [2.5989, -0.5286, 0.4414], [1.2711, 1.9584, 1.4978], [2.0989, 0.7793, 2.2549], [-0.2945, -1.9405, 2.4492], [1.1768, -1.7870, 1.6586], [1.1186, -1.1202, 3.1970], [-1.2530, 1.6579, 2.3463], [-1.4204, 0.0173, 3.1871], [-0.1536, 1.1644, 3.6183], [-2.5267, 0.0137, 0.5177], [-10.9405, 6.2782, -0.1887], [-9.7964, 5.5560, 0.2658], [-8.8456, 5.3616, -0.7575], [-7.6585, 4.6233, -0.0454], [-6.4915, 4.4752, -0.8996], [-6.6835, 3.4037, -1.9037], [-5.6109, 3.3711, -2.9686], [-4.6921, 2.3280, -2.7348], [-3.7747, 2.2200, -3.7748], [-11.6816, 6.2802, 0.6106], [-11.3815, 5.7071, -1.0057], [-10.7879, 7.3056, -0.5192], [-8.7250, 6.3342, -1.2347], [-9.3022, 4.7675, -1.5491], [-8.0731, 3.6654, 0.2683], [-7.4584, 5.1495, 0.8879], [-6.3442, 5.2615, -1.5161], [-7.5853, 3.5215, -2.5045], [-6.7825, 2.4755, -1.3410], [-5.2397, 4.3953, -3.0039], [-6.1203, 3.2320, -3.9222], [-2.8518, 1.6635, -3.6121], [-3.4745, 3.1004, -4.3431], [-4.3402, 1.6135, -4.4822], [-6.5648, -1.5240, 3.1772], [-5.5729, -0.8756, 3.9557], [-4.8034, -1.8038, 4.6798], [-3.7475, -0.9230, 5.3890], [-2.8877, -1.6732, 6.3273], [-2.0363, -2.7390, 5.6387], [-0.9909, -3.3378, 6.6844], [-0.0434, -4.1159, 5.9320], [0.6588, -5.1223, 6.6727], [-6.1109, -2.2830, 2.5400], [-7.2077, -0.8942, 2.5623], [-7.2315, -2.0591, 3.8535], [-4.3576, -2.5861, 4.0654], [-5.5354, -2.2042, 5.3812], [-4.2810, -0.1648, 5.9622], [-3.1888, -0.5257, 4.5415], [-2.3280, -1.0639, 6.9066], [-1.4319, -2.2933, 4.8487], [-2.5456, -3.6021, 5.2100], [-1.4683, -3.9486, 7.4506], [-0.4612, -2.4692, 7.0755], [0.1565, -6.0149, 7.0457], [1.0956, -4.7051, 7.5800], [1.4958, -5.5351, 6.1096], [2.7572, 2.0494, -8.1734], [2.5579, 1.5361, -6.8896], [1.4323, 0.6114, -6.8540], [1.0602, -0.0298, -5.4953], [2.1746, -0.7774, -4.8591], [2.5894, -1.8937, -5.7684], [3.1564, -3.1419, -4.9824], [2.1390, -3.8491, -4.1991], [2.5369, -5.1241, -3.6708], [1.9948, 2.7782, -8.4485], [2.8425, 1.1998, -8.8510], [3.6674, 2.6490, -8.1715], [1.5512, -0.1598, -7.6151], [0.5460, 1.1502, -7.1891], [0.1387, -0.6106, -5.5346], [0.8047, 0.8091, -4.8478], [1.7390, -1.1264, -4.0173], [3.2617, -1.3998, -6.4699], [1.7848, -2.2648, -6.4031], [3.9479, -2.7531, -4.3417], [3.6356, -3.7312, -5.7642], [2.1325, -5.8879, -4.3349], [2.0141, -5.1828, -2.7162], [3.6166, -5.2680, -3.6295], [-6.2897, 5.7150, 4.7698], [-5.0026, 5.6964, 4.1584], [-4.9870, 5.3753, 2.8034], [-5.1906, 3.8545, 2.4972], [-3.9641, 3.1033, 2.5403], [-4.2483, 1.6845, 2.6206], [-4.8318, 1.0609, 1.3068], [-3.9618, 0.9124, 0.2291], [-4.4707, 0.1530, -0.8735], [-6.5376, 4.7160, 5.1283], [-7.0150, 6.1775, 4.1004], [-6.2350, 6.3963, 5.6189], [-3.9798, 5.5642, 2.4321], [-5.6267, 6.0854, 2.2793], [-5.6592, 3.9002, 1.5142], [-5.9476, 3.5638, 3.2256], [-3.4405, 3.3762, 3.3597], [-4.9154, 1.4064, 3.4366], [-3.3344, 1.1265, 2.8243], [-5.6997, 1.6334, 0.9795], [-5.2481, 0.0841, 1.5530], [-4.7552, -0.8607, -0.5915], [-3.8088, 0.1615, -1.7395], [-5.4379, 0.6172, -1.0666], [-1.8504, -9.4417, -7.6176], [-2.8261, -8.6411, -6.9480], [-3.4667, -7.7321, -7.8004], [-4.2923, -6.6677, -7.0161], [-3.4863, -5.5669, -6.4947], [-2.3726, -5.9590, -5.7147], [-1.6080, -4.8251, -4.9911], [-2.3920, -4.3539, -3.9142], [-1.7740, -3.4484, -2.9706], [-2.3137, -10.1485, -8.3059], [-1.3725, -10.0336, -6.8370], [-1.1420, -8.8054, -8.1479], [-4.1668, -8.1801, -8.5056], [-2.7646, -7.1350, -8.3823], [-4.9633, -7.2170, -6.3557], [-4.8715, -6.1604, -7.7876], [-4.0646, -4.9888, -5.9019], [-1.6086, -6.3553, -6.3836], [-2.6729, -6.7916, -5.0786], [-1.3941, -3.9575, -5.6154], [-0.7152, -5.2486, -4.5311], [-0.9058, -3.9535, -2.5473], [-2.3482, -3.2462, -2.0665], [-1.5184, -2.4723, -3.3828], [3.9988, 1.5611, 4.7394], [2.8528, 2.3522, 4.7925], [3.1680, 3.6763, 4.2016], [1.9149, 4.5068, 4.2228], [0.8455, 4.1014, 3.3367], [-0.3661, 4.8443, 3.4121], [-1.0744, 4.7030, 4.7916], [-1.5627, 3.3625, 4.9450], [-1.8459, 2.9424, 6.2299], [4.1601, 1.2130, 3.7192], [3.9444, 0.6366, 5.3142], [4.7992, 2.1091, 5.2366], [3.4693, 3.6928, 3.1542], [3.8750, 4.1513, 4.8817], [2.1878, 5.5299, 3.9642], [1.5752, 4.4844, 5.2583], [0.4638, 3.2171, 3.6409], [-1.0795, 4.4275, 2.7012], [-0.2417, 5.9224, 3.3097], [-2.0282, 5.2304, 4.8073], [-0.4457, 5.0454, 5.6136], [-1.2025, 3.4003, 6.9812], [-1.9215, 1.8554, 6.2016], [-2.8749, 3.2426, 6.4279], [4.5827, -2.3541, -1.5201], [4.9552, -1.6854, -0.2966], [5.7430, -0.5188, -0.4680], [5.9069, -0.0058, 0.9671], [6.5549, 1.3260, 1.0310], [7.8784, 1.3020, 0.4161], [8.9798, 0.4244, 1.1015], [9.5114, 1.0844, 2.2810], [10.3131, 0.1806, 3.0316], [5.3596, -2.3609, -2.2846], [3.7920, -1.7222, -1.9246], [4.3113, -3.3825, -1.2813], [5.1718, 0.2036, -1.0510], [6.6719, -0.7746, -0.9776], [6.4715, -0.7302, 1.5541], [4.9188, 0.0169, 1.4266], [5.8512, 1.9254, 0.6242], [8.3560, 2.2708, 0.2695], [7.7619, 1.0492, -0.6378], [9.8089, 0.3300, 0.4002], [8.7883, -0.6231, 1.3345], [11.0467, -0.2757, 2.3670], [9.8788, -0.7295, 3.4454], [10.8922, 0.7058, 3.7911], [2.1229, 4.6960, 1.0379], [1.2031, 5.4020, 0.1947], [0.4688, 4.4409, -0.7846], [-0.3696, 3.4573, -0.1469], [1.6315, 4.6557, 1.8616], [0.4547, 5.8750, 0.8306], [1.6790, 6.1985, -0.3772], [1.2399, 3.8990, -1.3322], [-0.2520, 4.8761, -1.4768], [0.1913, 2.8777, 0.3738]], "lowdin_charge": [-0.030, -0.452, -0.020, -0.145, -0.144, -0.142, -0.496, -0.034, -0.020, -0.091, 0.007, 0.078, 0.069, 0.058, 0.075, 0.073, 0.066, 0.115, 0.112, 0.094, 0.098, 0.106, 0.112, 0.081, 0.087, 0.079, 0.085, 0.047, 0.058, 0.077, -0.022, -0.409, -0.038, -0.156, -0.188, -0.121, -0.461, -0.023, -0.013, -0.118, -0.020, 0.066, 0.056, 0.079, 0.073, 0.075, 0.068, 0.116, 0.116, 0.110, 0.101, 0.110, 0.114, 0.061, 0.083, 0.074, 0.057, 0.081, 0.046, 0.046, -0.033, -0.474, -0.008, -0.130, -0.170, -0.156, -0.467, -0.041, -0.010, -0.070, -0.008, 0.070, 0.085, 0.060, 0.066, 0.070, 0.062, 0.105, 0.108, 0.112, 0.103, 0.099, 0.114, 0.079, 0.063, 0.097, 0.086, 0.062, 0.082, 0.042, -0.107, -0.204, -0.221, -0.187, -0.047, -0.197, -0.217, -0.180, -0.117, 0.086, 0.082, 0.085, 0.118, 0.107, 0.124, 0.097, 0.096, 0.105, 0.111, 0.124, 0.120, 0.072, 0.091, 0.091, -0.113, -0.225, -0.216, -0.193, -0.053, -0.149, -0.182, -0.214, -0.115, 0.088, 0.089, 0.082, 0.118, 0.124, 0.123, 0.089, 0.087, 0.098, 0.105, 0.120, 0.113, 0.082, 0.081, 0.071, -0.134, -0.192, -0.204, -0.205, -0.039, -0.181, -0.173, -0.218, -0.094, 0.085, 0.087, 0.087, 0.102, 0.115, 0.113, 0.100, 0.066, 0.113, 0.106, 0.096, 0.113, 0.078, 0.076, 0.085, -0.093, -0.207, -0.220, -0.206, -0.021, -0.168, -0.185, -0.199, -0.064, 0.083, 0.087, 0.083, 0.117, 0.109, 0.082, 0.111, 0.086, 0.104, 0.082, 0.111, 0.098, 0.094, 0.075, 0.071, -0.092, -0.202, -0.249, -0.192, -0.072, -0.228, -0.191, -0.203, -0.093, 0.083, 0.088, 0.085, 0.117, 0.117, 0.117, 0.111, 0.110, 0.112, 0.125, 0.123, 0.110, 0.067, 0.080, 0.073, -0.135, -0.189, -0.159, -0.200, -0.063, -0.190, -0.174, -0.227, -0.109, 0.076, 0.085, 0.088, 0.123, 0.126, 0.135, 0.115, 0.094, 0.119, 0.127, 0.119, 0.110, 0.093, 0.082, 0.085, -0.080, -0.215, -0.225, -0.186, -0.035, -0.198, -0.184, -0.181, -0.134, 0.079, 0.072, 0.088, 0.107, 0.119, 0.112, 0.100, 0.071, 0.108, 0.089, 0.114, 0.107, 0.074, 0.081, 0.087, -0.102, -0.194, -0.192, -0.078, 0.008, 0.108, 0.106, 0.082, 0.122, 0.027], "e_homo_ev": -7.516, "total_energy_ev": -130136.3802, "gap_ev": 8.2, "smiles": "CC1(C)CCCC(C)(C)N1O.CC1(C)CCCC(C)(C)N1O.CC1(C)CCCC(C)(C)N1O.COCCNCCOC.COCCNCCOC.COCCNCCOC.COCCNCCOC.COCCNCCOC.COCCNCCOC.COCCNCCOC.OCCO"}

***

{"formula": "C4H8AlBr3F3", "method": "ωB97M-V/def2-TZVPD", "species": ["F", "C", "F", "F", "C", "C", "Al", "H", "H", "H", "H", "H", "H", "H", "C", "Br", "Br", "Br", "H"], "coordinates": [[0.4716, -0.5788, 2.3894], [0.1110, 0.2764, 1.4858], [-1.1181, 0.7199, 1.8329], [0.8854, 1.3318, 1.6024], [0.0737, -0.2668, 0.1056], [1.1879, -1.2406, -0.2984], [3.1621, -0.8096, 0.0949], [-0.8697, -0.8019, 0.0469], [-0.0174, 0.5536, -0.5761], [1.1297, -1.3088, -1.3782], [0.9808, -2.2327, 0.0722], [3.9005, -0.2298, -1.2339], [3.8678, -2.2407, 0.4512], [3.4017, 0.1738, 1.3419], [-3.3563, 1.3816, -1.1028], [-4.4794, 0.1120, -0.1897], [-2.2386, 0.5252, -2.4088], [-4.3903, 2.8164, -1.8748], [-2.7027, 1.8192, -0.3605]], "lowdin_charge": [0.171, -0.749, 0.084, 0.122, -0.233, -0.322, 0.148, 0.088, 0.068, 0.021, 0.026, -0.171, -0.164, -0.153, -1.638, 0.565, 0.622, 0.550, -0.033], "e_homo_ev": -4.768, "total_energy_ev": -229155.3714, "gap_ev": 6.7, "charge": -1}

***

{"formula": "C4H4LiLuO5", "method": "ωB97M-V/def2-TZVPD", "species": ["O", "C", "C", "O", "O", "C", "H", "H", "H", "H", "O", "C", "O", "Li", "Lu"], "coordinates": [[0.7881, -1.2747, -0.1500], [-0.3416, -1.7905, 0.2695], [1.0938, 0.0385, 0.7069], [-1.1130, -2.3880, -0.4600], [-0.7504, -1.2261, 1.4018], [0.2413, -0.3300, 1.9286], [1.1214, 1.1297, 0.6135], [2.1794, -0.0983, 0.7178], [-0.2833, 0.5276, 2.3600], [0.8193, -0.8497, 2.7008], [-0.9308, 2.3677, -1.0451], [-0.8475, 1.1169, -1.2844], [-0.5167, 0.8346, -2.5288], [-1.1645, -1.0466, -2.1156], [-0.2955, 2.9890, -3.1150]], "lowdin_charge": [0.048, -0.641, -0.019, 0.063, 0.074, -0.090, 0.117, 0.124, 0.142, 0.140, -0.341, -0.527, -0.498, 0.742, 1.667], "s2": 0.76, "e_homo_ev": [-11.178, -11.789], "total_energy_ev": -48267.3780, "spin_multiplicity": 2, "gap_ev": [7.2, 5.9], "charge": 1, "relative_energy_kcal_mol": 49.6}